P.
{"formula": "C2H4FP", "method": "ωB97M-V/def2-TZVPD", "smiles": "[H]/P=C(/C)F", "orbital_gap_ev": 9.524, "species": ["C", "H", "F", "H", "H", "P", "H", "C"], "xyz": [[-1.010, -0.276, 0.015], [-1.022, -1.372, 0.356], [0.457, 1.620, -0.186], [2.455, 0.495, 0.162], [-1.670, 0.365, 0.602], [1.727, -0.619, 0.064], [-1.266, -0.479, -1.069], [0.331, 0.266, 0.057]]}

***

Q.
{"formula": "C2H4FP", "method": "ωB97M-V/def2-TZVPD", "smiles": "F[C@@H]1CP1", "orbital_gap_ev": 9.549, "species": ["F", "H", "H", "C", "H", "C", "H", "P"], "xyz": [[-1.550, -0.862, -0.296], [-0.005, 1.126, -1.068], [0.541, -1.390, -1.067], [0.319, 0.758, -0.108], [-0.732, -0.288, 1.651], [-0.691, -0.174, 0.518], [0.832, 1.593, 0.392], [1.286, -0.763, -0.022]]}

***

Most stable of them? P.

***

P.
{"formula": "C6H9B", "method": "ωB97M-V/def2-TZVPD", "orbital_gap_ev": 7.870, "species": ["H", "H", "H", "C", "B", "H", "H", "H", "C", "C", "H", "H", "H", "C", "C", "C"], "xyz": [[2.710, -0.271, 1.734], [-1.747, 1.852, -1.692], [-0.249, -2.272, -1.577], [-1.192, -0.360, -2.022], [0.717, 0.230, 0.128], [2.165, 1.269, 2.157], [-0.598, -1.240, 1.121], [1.404, -0.077, 3.061], [-1.048, 0.617, 0.066], [1.895, 0.203, 2.185], [-1.461, 1.191, 0.877], [-1.400, -0.547, -3.025], [1.411, 0.552, -0.709], [-0.629, -1.298, -1.165], [-1.399, 0.878, -1.287], [-0.580, -0.726, 0.147]]}

***

Q.
{"formula": "C6H9B", "method": "ωB97M-V/def2-TZVPD", "smiles": "C1B2C[C@H]2[C@@H]2C[C@H]12", "orbital_gap_ev": 9.544, "species": ["H", "C", "C", "C", "H", "C", "B", "H", "H", "H", "C", "H", "H", "H", "C", "H"], "xyz": [[0.328, 1.012, 1.786], [-0.085, 0.448, 0.952], [-1.490, 0.775, 0.501], [-0.283, -0.250, -1.548], [0.475, -1.607, 1.788], [1.735, -1.132, 0.055], [0.410, -1.288, -0.649], [2.503, -1.810, 0.325], [-1.347, -0.314, -1.898], [2.173, -0.211, -0.186], [-0.333, 0.968, -0.431], [0.069, 1.780, -0.882], [-2.087, 1.672, 0.979], [0.240, 0.184, -2.480], [0.363, -1.005, 0.828], [-2.132, 0.028, -0.027]]}

***

Most stable of them? Q.

***

P.
{"formula": "C7H6O3", "method": "ωB97M-V/def2-TZVPD", "smiles": "O=C=C/C=C(/O)C#CCO", "orbital_gap_ev": 8.244, "species": ["O", "O", "C", "H", "H", "C", "C", "C", "H", "H", "H", "C", "C", "O", "H", "C"], "xyz": [[-2.328, -2.188, 0.250], [0.268, 2.857, 0.152], [-1.755, 0.055, -0.026], [2.205, 1.891, 0.111], [1.547, -1.148, 0.501], [3.471, -0.984, 0.046], [2.305, -0.367, 0.213], [-2.764, -1.008, -0.280], [-2.919, -1.159, -1.448], [-0.577, 3.298, -0.145], [-3.755, -0.624, 0.185], [-0.727, 0.645, 0.214], [1.616, 0.980, 0.121], [4.441, -1.571, -0.182], [-1.370, -2.167, 0.094], [0.344, 1.492, 0.194]]}

***

Q.
{"formula": "C7H6O3", "method": "ωB97M-V/def2-TZVPD", "orbital_gap_ev": [6.395, 7.728], "species": ["O", "O", "H", "H", "H", "C", "H", "C", "O", "C", "H", "C", "C", "H", "C", "C"], "xyz": [[-4.904, 0.172, 0.073], [1.227, 1.202, -0.002], [-2.976, -1.582, 0.048], [4.305, 0.238, 0.286], [-0.326, -1.895, -0.212], [3.189, 0.181, 0.091], [3.096, 2.344, 0.075], [-3.730, 0.456, 0.018], [-1.396, -0.048, -0.017], [-2.682, -0.499, -0.039], [2.133, -1.840, -0.057], [2.184, -0.815, -0.024], [-0.318, -0.732, -0.026], [-3.317, 1.557, -0.244], [1.000, -0.114, -0.055], [2.517, 1.376, 0.086]]}

***

Most stable of them? Q.

***

P.
{"formula": "CH5N2O2", "method": "ωB97M-V/def2-TZVPD", "orbital_gap_ev": [6.847, 8.758], "charge": 1, "species": ["O", "O", "H", "H", "N", "N", "H", "C", "H", "H"], "xyz": [[-0.336, 2.039, -1.103], [-2.255, 1.124, -0.746], [1.273, -1.765, 1.290], [-2.312, 1.168, -1.735], [0.658, -0.954, 1.153], [-1.167, 1.517, -0.219], [-0.348, -1.664, -0.472], [-0.222, -0.863, 0.250], [0.383, 2.514, -0.649], [0.777, -0.210, 1.838]]}

***

Q.
{"formula": "CH5N2O2", "method": "ωB97M-V/def2-TZVPD", "orbital_gap_ev": 12.439, "charge": 1, "species": ["H", "H", "H", "O", "H", "N", "C", "N", "O", "H"], "xyz": [[-1.038, -0.674, 1.708], [0.231, -0.899, 0.548], [-1.384, -0.846, 0.121], [-0.510, 1.996, 1.223], [1.245, 1.067, -1.355], [1.202, 1.251, -0.328], [-0.039, 1.261, 0.232], [-0.645, -0.557, 0.712], [-1.126, 1.949, -0.112], [2.116, 1.055, 0.238]]}

***

Most stable of them? Q.